{"formula": "C10H12N3O", "method": "wB97M-V/def2-TZVPD", "elements": ["C", "C", "C", "C", "C", "C", "C", "C", "C", "C", "N", "N", "N", "O", "H", "H", "H", "H", "H", "H", "H", "H", "H", "H", "H", "H"], "positions_angstrom": [[-2.6219, -2.3570, -0.2321], [-1.2960, -2.3965, -0.5465], [-3.2422, -1.1987, 0.1265], [-0.5021, -1.2391, -0.6443], [-2.7255, 1.3432, 0.5764], [-1.6986, 2.0842, 0.3627], [-2.3770, -0.0386, 0.1196], [-1.0562, -0.0424, -0.2333], [3.5335, -1.1785, -0.2115], [0.5999, 1.7153, -0.2512], [-0.6150, 1.2821, -0.1068], [4.5426, -0.7326, 0.4983], [1.0961, 2.9662, -0.1199], [2.6422, -0.3596, -0.4121], [-3.2678, -3.3052, -0.2572], [-1.0694, -3.4330, -0.9182], [-4.3312, -1.0126, 0.2824], [0.5748, -1.2888, -0.9169], [-3.6439, 1.5991, 1.0489], [-1.4716, 3.2154, 0.4687], [1.3737, 1.0267, -0.4833], [5.0654, -1.4166, 1.0758], [4.3538, 0.0658, 1.1088], [3.5445, -2.2543, -0.6066], [0.5515, 3.7474, 0.1569], [2.0405, 3.2080, 0.1150]], "forces_ev_per_angstrom": [[-2.98, -1.76, 0.62], [1.05, -0.95, -1.56], [0.63, 3.19, -0.15], [1.80, -1.09, 0.07], [-1.84, -2.73, -0.17], [2.99, 4.18, -0.20], [-3.11, -0.15, 1.46], [-0.92, -1.47, -0.34], [-1.57, 0.23, -0.72], [2.00, 1.50, 0.19], [0.56, 1.45, -0.18], [2.84, -1.18, 3.24], [-1.45, -0.64, 0.31], [-0.90, -0.89, -0.99], [1.28, 1.41, -0.06], [0.99, 1.44, 0.45], [1.11, -0.61, 0.09], [-0.98, -0.08, 0.05], [-0.52, 0.32, -0.04], [-0.79, -2.32, 0.04], [0.34, -0.98, -0.19], [-0.10, 0.38, -1.09], [-0.13, -0.04, -0.85], [0.08, 1.43, 0.46], [-1.10, 0.41, 0.08], [0.71, -1.04, -0.52]], "total_charge": 1, "e_tot_ev": -17075.3901, "e_above_lowest_kj_mol": 100.12}

---

{"formula": "C10H12N4O6S2SeTl", "method": "wB97M-V/def2-TZVPD", "elements": ["Tl", "C", "S", "C", "S", "N", "N", "C", "C", "C", "C", "C", "C", "N", "H", "H", "H", "H", "H", "H", "H", "H", "N", "C", "C", "O", "O", "H", "H", "H", "H", "O", "Se", "O", "O", "O"], "positions_angstrom": [[0.6796, 2.1256, 0.4802], [2.4443, -4.4424, 2.5259], [2.1324, -4.6211, 0.7528], [1.8971, -2.9537, 0.2235], [3.0707, -1.7824, 0.8336], [1.0139, -2.7461, -0.6661], [1.0957, -1.5233, -1.3090], [-0.0340, -1.0583, -1.6481], [-0.1608, 0.1777, -2.4442], [-1.4358, 0.5482, -2.8723], [-1.5793, 1.7010, -3.6137], [-0.4474, 2.4501, -3.9044], [0.7735, 2.0074, -3.4205], [0.9301, 0.8982, -2.7008], [2.2945, -5.4381, 2.9435], [1.7349, -3.7438, 2.9639], [3.4593, -4.1139, 2.7299], [-0.9611, -1.5559, -1.3683], [-2.2945, -0.0261, -2.5542], [-2.5604, 2.0235, -3.9382], [-0.5054, 3.3674, -4.4757], [1.6763, 2.5798, -3.6092], [-1.5398, 2.6888, 2.0176], [-2.7430, 2.2797, 1.2945], [-2.4692, 1.1740, 0.2596], [-3.4412, 0.7319, -0.3545], [-1.2564, 0.8121, 0.1195], [-1.1918, 1.9332, 2.6029], [-1.7230, 3.4858, 2.6148], [-3.1439, 3.1386, 0.7521], [-3.5439, 1.9110, 1.9432], [0.7415, 0.9939, 2.8139], [1.5244, -0.4290, 2.9190], [0.5854, -1.7230, 3.0515], [2.1394, -0.4666, 1.2005], [2.8379, -0.4043, 3.8370]], "forces_ev_per_angstrom": [[-0.01, 0.06, 0.02], [0.01, 0.00, 0.05], [0.00, 0.07, -0.01], [0.05, -0.09, 0.04], [-0.02, 0.06, 0.03], [-0.01, -0.04, 0.01], [0.03, 0.06, -0.06], [-0.11, 0.00, 0.04], [-0.02, -0.01, 0.01], [0.03, -0.05, 0.05], [-0.01, 0.06, -0.03], [0.03, 0.02, 0.00], [0.04, -0.04, 0.04], [-0.03, 0.08, -0.16], [-0.01, 0.01, 0.01], [-0.03, -0.01, -0.02], [0.00, 0.00, -0.02], [0.01, -0.01, -0.01], [-0.01, -0.01, 0.00], [0.00, 0.00, -0.01], [0.00, 0.00, 0.00], [0.01, 0.00, 0.00], [0.00, 0.01, 0.02], [-0.01, -0.02, 0.03], [0.02, 0.08, 0.00], [-0.03, -0.01, -0.02], [-0.01, -0.10, 0.00], [0.00, 0.01, -0.01], [0.01, -0.03, -0.01], [0.00, 0.00, -0.01], [0.00, 0.00, 0.00], [0.03, -0.06, 0.00], [-0.04, 0.08, 0.04], [0.02, -0.01, -0.01], [0.03, -0.09, 0.00], [0.00, -0.01, -0.01]], "total_charge": -1, "e_tot_ev": -120519.6727, "e_above_lowest_kj_mol": 10.68}

---

{"formula": "C10H12N5", "method": "wB97M-V/def2-TZVPD", "elements": ["C", "C", "C", "C", "C", "C", "C", "C", "C", "C", "N", "N", "N", "N", "N", "H", "H", "H", "H", "H", "H", "H", "H", "H", "H", "H", "H"], "positions_angstrom": [[1.4444, -0.9182, -3.1505], [1.6622, 0.4312, -2.8864], [1.1772, -1.7472, -2.0746], [1.4494, 0.0502, -0.6889], [0.3390, -0.9176, 2.0999], [-0.8901, -0.4553, 1.5590], [-0.9726, 0.4330, 0.5766], [-2.3028, -0.9567, 1.8547], [-2.3550, 0.6879, 0.0375], [1.8412, 1.7931, 0.9510], [1.6365, 0.8958, -1.6790], [1.2076, -1.2386, -0.8609], [1.4089, -0.3855, 1.6433], [-3.1314, 0.0154, 1.0854], [1.2891, 0.5000, 0.6261], [1.5469, -1.1512, -4.1890], [1.7944, 1.2925, -3.4871], [0.9099, -2.7031, -2.3575], [0.1914, -1.5922, 2.8659], [-2.5019, -1.9443, 1.5819], [-2.6018, -0.8416, 2.8231], [-2.5188, 1.7116, -0.0162], [-2.3199, 0.3576, -0.9802], [1.6063, 2.3050, 0.0390], [1.2227, 2.3614, 1.7984], [2.8019, 1.8034, 1.2167], [-3.9347, 0.2133, 1.6118]], "forces_ev_per_angstrom": [[0.63, 1.62, -0.74], [-0.24, -0.58, 0.12], [0.82, 2.92, -1.31], [-0.35, -2.51, -2.83], [0.14, 2.00, -1.88], [-1.54, 0.39, -1.51], [1.20, -1.03, 2.49], [0.72, 2.34, -2.45], [0.35, -0.28, 1.02], [-5.77, 2.58, 0.55], [0.12, 1.28, 3.50], [-0.29, -0.83, 1.48], [0.48, -1.35, 0.84], [2.27, -2.01, -1.20], [-2.04, 0.40, 1.73], [-0.35, -0.93, -0.29], [0.25, -0.17, -1.97], [-0.45, -2.33, 0.63], [1.16, -1.53, 1.73], [0.10, -1.83, -0.70], [-0.27, 0.24, 2.96], [-0.70, 2.04, 0.02], [-0.82, -0.93, -0.69], [0.62, 0.97, -0.26], [1.20, -1.70, -1.68], [3.90, -0.43, 0.76], [-1.13, 1.64, -0.31]], "total_charge": 1, "e_tot_ev": -18001.7342, "e_above_lowest_kj_mol": 593.81}

---

{"formula": "C10H12NO", "method": "wB97M-V/def2-TZVPD", "elements": ["C", "C", "C", "C", "C", "C", "C", "C", "C", "C", "N", "O", "H", "H", "H", "H", "H", "H", "H", "H", "H", "H", "H", "H"], "positions_angstrom": [[3.2666, -2.4557, 0.1264], [1.9174, -2.6238, -0.2176], [3.7264, -1.3344, 0.7818], [1.0270, -1.6377, 0.0836], [2.8640, -0.3890, 1.1381], [1.4557, -0.3914, 0.7608], [-0.3484, 3.0688, 1.0070], [0.7561, 0.7622, 0.9048], [-4.2500, 0.3485, -1.9995], [-3.2565, 0.4068, -0.8370], [0.4694, 1.8887, 1.0997], [-2.3592, 1.2178, -0.8401], [4.0282, -3.1949, -0.1115], [1.6150, -3.5282, -0.7987], [4.6624, -1.3842, 1.3366], [-0.0686, -1.7594, -0.1703], [3.2582, 0.3183, 1.7216], [0.2559, 3.9274, 1.2985], [-0.7216, 3.1216, -0.0387], [-4.3546, 1.3180, -2.5289], [-4.0109, -0.4803, -2.7309], [-5.1345, -0.1056, -1.6220], [-1.2675, 3.0736, 1.5900], [-3.5304, -0.1670, 0.0464]], "forces_ev_per_angstrom": [[0.25, -0.71, -0.76], [0.91, -0.88, -0.73], [0.66, -2.23, 0.86], [-2.06, 2.56, 0.75], [-3.93, 0.10, -1.48], [2.75, -4.63, -1.28], [-0.22, 0.75, -0.99], [-0.78, 4.45, 1.07], [1.17, -1.21, -0.53], [-1.02, 1.53, -1.73], [-0.86, -3.21, -0.62], [0.48, -0.47, 0.55], [-0.46, -0.23, -0.07], [0.13, 0.91, 0.80], [0.23, 0.28, -0.80], [1.48, 0.26, 0.21], [0.90, 3.21, 2.15], [-0.06, -0.06, -0.24], [0.62, 0.12, 0.52], [-0.01, -0.75, 0.48], [0.50, 1.03, 0.47], [-1.32, 0.42, 0.47], [0.34, -0.67, 0.53], [0.30, -0.55, 0.38]], "total_charge": 1, "e_tot_ev": -14093.0662, "e_above_lowest_kj_mol": 195.74}

---

{"formula": "C10H12NS", "method": "wB97M-V/def2-TZVPD", "elements": ["C", "C", "C", "C", "C", "C", "C", "C", "C", "C", "N", "S", "H", "H", "H", "H", "H", "H", "H", "H", "H", "H", "H", "H"], "positions_angstrom": [[2.8985, -1.2326, -0.4098], [-1.7941, 0.1001, -1.2256], [-1.8786, 0.5823, 1.1019], [-0.5576, 0.7730, -1.3138], [-0.5848, 1.1066, 1.0969], [-2.4695, 0.0392, -0.0129], [0.0745, 1.2539, -0.1459], [3.5449, -2.5398, -0.3007], [-3.8088, -0.6421, 0.0281], [2.1381, 2.6611, 0.8244], [2.3533, -0.2425, -0.6321], [1.6496, 1.9401, -0.5188], [-2.4275, -0.3104, -2.0696], [-2.4963, 0.5856, 1.9909], [0.0155, 0.9034, -2.2032], [-0.2079, 1.2482, 2.1171], [2.8294, -3.2953, -0.2936], [4.3087, -2.6192, 0.4531], [4.0342, -2.6684, -1.2094], [-3.8629, -1.6038, -0.6650], [-3.7409, -1.3244, 0.9237], [-4.7595, -0.1789, -0.0938], [3.0928, 3.1223, 0.8934], [1.6488, 2.3414, 1.6646]], "forces_ev_per_angstrom": [[-0.25, 0.22, -0.09], [-0.34, 0.40, -1.08], [0.20, 0.25, 0.48], [-0.49, -0.41, 1.13], [-0.23, -0.26, 0.10], [-0.53, 0.21, -1.49], [-1.32, -0.74, 0.17], [0.26, 1.61, 0.36], [1.15, -4.92, 0.24], [0.41, -0.78, -2.13], [0.86, -1.62, 0.20], [-0.34, 1.43, 0.68], [1.59, 0.61, 0.58], [0.47, -0.08, 0.37], [-0.15, -0.14, -0.91], [0.39, 0.60, -0.73], [-1.32, -1.29, 0.59], [-0.12, 0.10, 0.60], [1.09, -0.19, -1.81], [0.41, 2.34, 0.39], [-0.78, 1.31, -0.03], [-0.33, 0.96, 0.25], [0.50, 0.52, -0.19], [-1.14, -0.10, 2.31]], "total_charge": 1, "e_tot_ev": -22880.5004, "e_above_lowest_kj_mol": 277.91}

---

{"formula": "C10H12O", "method": "wB97M-V/def2-TZVPD", "elements": ["C", "C", "C", "C", "C", "C", "C", "O", "C", "C", "C", "H", "H", "H", "H", "H", "H", "H", "H", "H", "H", "H", "H"], "positions_angstrom": [[3.2476, -0.2423, 0.2580], [1.7942, -0.1858, 0.1005], [0.8114, -1.2519, 0.0644], [-0.4376, -1.2042, -0.0358], [-1.3375, -2.4237, -0.1577], [-1.0485, 0.0879, -0.1158], [-2.5652, 0.1837, -0.1138], [-3.2488, -0.0995, 0.7857], [-0.2316, 1.2780, -0.0063], [-0.8610, 2.6286, -0.0587], [1.1547, 1.1167, 0.1167], [3.5259, -0.4107, 1.2546], [3.4405, -1.1611, -0.3096], [3.6343, 0.6453, -0.0498], [1.4069, -2.3373, -0.0312], [-2.0181, -2.3404, -0.8662], [-0.7445, -3.5474, -0.1719], [-2.0047, -2.4463, 0.7217], [-3.1544, 0.7138, -1.1313], [-1.4037, 2.7630, -1.1852], [-0.1713, 3.4934, 0.2908], [-1.6912, 2.6056, 0.6603], [1.9026, 2.1345, -0.0193]], "forces_ev_per_angstrom": [[-1.83, -3.60, -0.69], [-5.09, 3.06, 1.06], [12.21, -3.21, -0.02], [-7.99, 1.09, -1.13], [3.83, -2.96, 4.41], [0.84, 1.04, 0.71], [0.66, 2.66, -4.38], [-1.58, -1.09, 2.33], [-0.50, -1.93, -0.49], [-1.22, 1.19, -1.56], [2.91, 0.71, -1.23], [0.37, -0.32, 1.55], [1.30, 0.44, -0.12], [1.59, 2.16, -1.32], [-1.87, 2.55, 0.47], [-2.66, 0.19, -4.02], [-1.59, 3.50, -0.18], [0.56, -0.20, 0.11], [1.74, -1.27, 2.08], [1.71, 0.12, 3.09], [-1.08, -1.50, -1.15], [0.02, 0.32, -0.26], [-2.33, -2.94, 0.74]], "total_charge": 0, "e_tot_ev": -12608.3910, "smiles": "Cc1cc(C)c(C=O)c(C)c1", "e_above_lowest_kj_mol": 355.53}

---

{"formula": "C10H12O2", "method": "wB97M-V/def2-TZVPD", "elements": ["C", "C", "C", "C", "C", "C", "C", "C", "O", "C", "O", "C", "H", "H", "H", "H", "H", "H", "H", "H", "H", "H", "H", "H"], "positions_angstrom": [[-0.4452, -0.5374, -2.6526], [-0.8257, 0.2124, -1.7951], [-1.3880, 0.9294, -0.7053], [-2.0227, -0.0746, 0.3247], [-1.2009, -0.0198, 1.6453], [0.1984, 0.4948, 1.1555], [1.1456, -0.3819, 0.4113], [2.3304, 0.2769, -0.1284], [2.7040, 1.3430, 0.3063], [1.0840, -1.7170, 0.1723], [1.9536, -2.4899, -0.5019], [-0.2374, 1.6078, 0.1266], [-0.0383, -1.2192, -3.2663], [-2.1887, 1.7296, -0.9499], [-2.0549, -1.0820, -0.0680], [-3.0142, 0.1752, 0.5130], [-1.5177, 0.7208, 2.3911], [-0.8821, -0.8023, 2.3244], [0.6389, 1.0183, 1.9435], [2.8142, -0.1764, -1.1916], [0.2546, -2.3519, 0.5778], [2.8719, -2.0927, -0.6652], [0.5540, 2.0752, -0.5231], [-0.7338, 2.3615, 0.5557]], "forces_ev_per_angstrom": [[-0.89, 1.97, 1.93], [-0.38, -0.79, -1.58], [-0.63, 1.32, 1.79], [1.17, -0.81, 0.70], [2.43, 1.04, -0.47], [-1.85, 1.52, -1.88], [0.95, -2.22, -0.23], [0.48, 0.60, -1.92], [0.60, -0.48, -0.43], [-1.14, 0.31, 1.11], [1.89, 0.28, -0.40], [1.22, -2.53, -2.33], [1.09, -1.80, -1.93], [1.43, -1.39, -0.18], [0.18, -0.20, -0.24], [-1.84, 0.55, 0.33], [-0.42, 0.23, -0.63], [-1.04, -1.40, -0.49], [1.29, 0.47, 1.35], [-0.83, 0.85, 2.52], [0.68, 0.70, -0.57], [-2.22, -0.45, 0.44], [-0.72, -0.77, 0.71], [-1.44, 3.03, 2.38]], "total_charge": 0, "e_tot_ev": -14655.2501, "smiles": "C#C[C@H]1CC[C@@H](/C(C=O)=C/O)C1", "e_above_lowest_kj_mol": 391.88}

---

{"formula": "C10H12O3", "method": "wB97M-V/def2-TZVPD", "elements": ["C", "C", "C", "O", "C", "C", "O", "H", "H", "H", "H", "H", "H", "H", "H", "C", "C", "C", "O", "C", "C", "H", "H", "H", "H"], "positions_angstrom": [[2.3836, -1.3028, 1.1653], [2.4667, 0.1535, 0.9264], [3.7567, 0.7444, 1.4744], [2.2278, 0.5450, -0.4065], [0.9884, 1.0307, -0.2887], [0.5345, 1.0828, 0.9386], [1.5112, 0.6728, 1.8111], [2.2956, -1.5250, 2.2155], [3.3085, -1.8214, 0.9921], [1.6182, -1.8958, 0.6997], [3.8132, 0.3669, 2.4726], [3.7371, 1.7946, 1.5378], [4.4872, 0.3727, 0.6787], [0.3691, 1.1840, -1.1133], [-0.5194, 1.3585, 1.3155], [-3.1133, 2.3044, -2.4257], [-3.2413, 1.1930, -2.0168], [-2.9063, -0.0502, -1.4346], [-1.6407, -0.0987, -0.9396], [-3.6782, -1.0908, -1.3316], [-4.3656, -2.1938, -1.1183], [-3.1086, 3.2733, -2.8998], [-1.5509, -0.6970, -0.1249], [-4.3314, -3.1363, -1.8334], [-5.0422, -2.2647, -0.2944]], "forces_ev_per_angstrom": [[1.03, -2.15, 0.22], [2.20, -0.01, 2.26], [0.60, -2.16, -2.70], [0.75, -0.12, 0.29], [-2.10, 0.41, -0.47], [-2.54, 0.75, 1.37], [-1.95, 1.26, 0.19], [-0.39, 0.51, 0.63], [0.69, -0.14, -0.85], [-0.61, 0.30, -0.64], [0.84, -0.50, 0.48], [-0.18, 1.32, -0.32], [-0.03, 0.63, 1.75], [-0.31, 0.33, -1.44], [2.20, -0.41, -0.65], [-0.45, 1.57, -0.98], [0.68, -0.38, 0.09], [-0.47, -0.75, 0.41], [1.29, -0.62, 1.99], [-1.32, -1.73, 0.05], [0.73, -0.93, -2.07], [0.02, -0.47, 0.37], [-0.43, 1.17, -1.90], [-0.04, 2.23, 1.39], [-0.22, -0.12, 0.55]], "total_charge": 0, "e_tot_ev": -16700.4591, "smiles": "CC1(C)OC=CO1.C#CC(O)=C=C", "e_above_lowest_kj_mol": 696.93}